This record from the Open Molecules 2025 dataset describes a structure of composition C33H45BBr4CrN6O5S3 in a non-equilibrium geometry. The level of theory is ωB97M-V/def2-TZVPD.

Geometry as XYZ:
```
98
Properties=species:S:1:pos:R:3:forces:R:3
Cr 0.7968 0.3232 -0.6000 -0.479 -0.701 -1.141
C 3.7873 -4.1579 2.0531 0.053 0.023 0.024
C 2.7977 -3.7234 0.9713 -0.096 0.103 0.091
C 2.5246 -4.9138 0.0532 -0.021 -0.028 -0.031
C 3.4264 -2.5539 0.2069 -0.007 0.017 -0.010
N 1.5252 -3.3109 1.6367 0.448 -0.290 -0.042
C 1.2428 -3.5323 2.9808 -0.021 0.071 -0.158
C 0.0082 -3.0617 3.1983 -0.044 0.102 0.008
N -0.4781 -2.5448 2.0149 -0.335 0.180 0.092
B -1.9067 -1.9597 1.9999 -0.102 -0.091 0.080
N -2.1789 -0.5837 2.6993 -0.165 -0.370 -0.222
C -3.4580 -0.0896 2.5008 0.250 0.051 0.061
C -3.5253 1.1349 3.0338 0.204 -0.109 0.156
N -2.2878 1.3892 3.6209 -0.181 0.544 0.249
C -1.4615 0.3012 3.4371 -0.051 -0.065 -0.010
S 0.0737 0.0591 4.1069 -0.232 -0.010 -0.058
C -1.8927 2.7638 4.0401 -0.006 -0.125 -0.099
C -1.0771 3.3727 2.9008 0.050 0.037 -0.004
C -1.1038 2.8026 5.3485 -0.016 -0.085 0.093
C -3.1629 3.5865 4.2757 -0.008 0.077 -0.083
N -2.5158 -1.8963 0.5616 0.019 -0.538 0.571
C -3.1747 -3.0107 0.0948 -0.066 0.192 -0.197
C -3.6392 -2.7348 -1.1383 0.251 0.179 0.093
N -3.2367 -1.4360 -1.4356 -0.358 -0.120 -0.300
C -2.5347 -0.9402 -0.3770 0.263 0.242 -0.322
S -1.8081 0.6063 -0.2695 0.158 0.158 0.136
C -3.6251 -0.7023 -2.6778 0.104 -0.092 0.119
C -4.3920 -1.6506 -3.5995 -0.011 -0.008 0.006
C -2.3841 -0.2284 -3.4278 0.026 -0.018 0.014
C -4.5401 0.4601 -2.2957 0.001 0.053 0.015
C 0.4422 -2.7454 1.0351 0.116 0.100 0.058
S 0.2929 -2.4465 -0.6308 -0.207 -0.074 -0.090
H 4.7232 -4.4157 1.5565 -0.002 -0.013 0.025
H 3.4452 -5.0370 2.6036 -0.006 -0.011 -0.011
H 3.9883 -3.3480 2.7575 -0.006 0.006 -0.039
H 3.4535 -5.2043 -0.4452 -0.021 -0.004 0.012
H 1.7876 -4.6440 -0.7020 0.031 -0.009 0.014
H 2.1524 -5.7658 0.6310 0.009 0.010 -0.011
H 4.4635 -2.8118 -0.0267 -0.007 0.025 -0.020
H 3.4078 -1.6386 0.8004 0.035 -0.080 0.011
H 2.9009 -2.3400 -0.7192 0.033 -0.040 0.039
H 1.9474 -3.9463 3.6727 0.020 -0.001 -0.003
H -0.5509 -2.9890 4.1125 -0.010 0.025 -0.007
H -2.6174 -2.7647 2.5847 0.079 -0.021 -0.001
H -4.1993 -0.6386 1.9492 0.007 -0.023 0.009
H -4.3374 1.8327 3.0354 -0.001 0.021 0.016
H -0.1710 2.7962 2.7183 0.054 -0.048 -0.007
H -0.8025 4.4027 3.1472 0.006 -0.002 -0.014
H -1.6548 3.3694 1.9743 -0.016 0.002 0.002
H -0.1688 2.2582 5.2748 -0.012 0.028 -0.046
H -1.6838 2.3657 6.1666 -0.011 0.017 -0.019
H -0.9052 3.8536 5.5772 -0.002 -0.027 0.049
H -3.7060 3.7907 3.3523 0.014 -0.008 -0.008
H -2.8668 4.5468 4.6997 -0.016 -0.001 -0.005
H -3.8329 3.0898 4.9816 0.022 0.018 0.008
H -3.2411 -3.9085 0.6815 0.001 0.018 0.015
H -4.1724 -3.3598 -1.8249 -0.040 0.017 -0.047
H -3.7845 -2.5119 -3.8831 0.004 0.023 -0.005
H -4.6318 -1.0966 -4.5075 -0.016 -0.025 0.003
H -5.3292 -1.9980 -3.1592 0.002 -0.001 0.025
H -1.6909 -1.0538 -3.5943 -0.040 0.019 -0.009
H -1.8322 0.5291 -2.8796 -0.060 -0.054 -0.025
H -2.6933 0.1736 -4.3968 0.039 0.006 0.016
H -5.4434 0.0886 -1.8031 0.000 0.001 -0.012
H -4.8303 1.0046 -3.1982 0.000 -0.015 0.016
H -4.0230 1.1429 -1.6221 -0.013 -0.017 -0.032
Br 3.4095 -0.2253 -7.1185 0.002 0.003 -0.068
C 3.2421 -0.0767 -5.2375 -0.111 -0.006 0.229
C 4.3600 0.0033 -4.4326 -0.191 0.124 0.143
Br 6.0944 0.0610 -5.1795 0.163 -0.064 -0.084
C 4.2001 0.1229 -3.0344 -0.105 -0.051 -0.078
Br 5.6767 0.2031 -1.8498 0.071 0.036 0.007
C 2.9456 0.1734 -2.4306 0.044 -0.028 -0.033
O 2.7561 0.3094 -1.1605 -0.033 0.057 -0.042
C 1.7672 0.0803 -3.2717 0.088 0.010 0.169
O 0.6214 0.1445 -2.6832 -0.073 0.042 0.047
C 1.9580 -0.0442 -4.6444 0.185 -0.031 -0.149
Br 0.3798 -0.1236 -5.6896 -0.052 0.013 -0.089
C 1.2055 3.4938 -3.6683 0.024 0.014 -0.012
C 2.1479 4.2306 -2.7146 0.030 -0.016 -0.018
C 1.8831 3.5306 -1.3792 -0.066 -0.025 -0.066
O 0.5707 2.9603 -1.4805 -0.087 0.035 0.094
C 0.0155 3.2159 -2.7643 0.100 -0.011 0.034
H 1.6524 2.5516 -3.9871 -0.010 0.004 -0.017
H 0.9378 4.0706 -4.5558 0.022 0.008 0.016
H 1.8791 5.2898 -2.6587 -0.001 0.004 0.002
H 3.1952 4.1551 -3.0088 -0.001 0.021 -0.009
H 1.9070 4.2135 -0.5273 -0.024 0.017 0.017
H 2.5904 2.7223 -1.1870 0.000 -0.023 -0.004
H -0.6519 4.0893 -2.7121 -0.013 0.013 0.005
H -0.5551 2.3390 -3.0641 0.000 -0.019 0.008
C 3.4879 1.2890 2.4392 -0.062 -0.088 -0.031
O 2.7087 0.1606 2.0519 0.218 -0.309 0.420
C 1.5443 0.4080 1.3687 0.629 0.021 0.017
O 1.3383 1.6021 1.1148 -0.298 1.003 0.459
H 4.4619 0.9014 2.7371 -0.005 -0.054 0.033
H 3.0263 1.8106 3.2811 -0.051 0.044 0.013
H 3.6084 1.9890 1.6136 -0.009 0.015 -0.045
```
Forces are in eV/Å.

Properties
- net charge = -2
- gap between HOMO and LUMO (alpha / beta) (Eh) = 0.172 / 0.215
- total energy (eV) = -395909.7766
- strongest force on any atom (eV/Å) = 1.42
- 2S+1 = 5
- LUMO energy (alpha / beta) (eV) = 4.05 / 4.05
- HOMO level (alpha / beta) (eV) = -0.628 / -1.795